DFT (ωB97M-V/def2-TZVPD) results for one molecule with the formula C2H3NO2S in a non-equilibrium geometry.

The highest occupied orbital energy comes out at -9.809 eV. The calculation puts the relative energy (zero: lowest compared OMol25 entry of this formula, charge and spin) at 491.66 kJ/mol. Its HOMO-LUMO gap is 0.3726 Ha. As for the SMILES: C=CS[N+](=O)[O-]. As for the total energy: -681.2721 Eh.

The geometry in ORCA input format:
```
! wB97M-V def2-TZVPD RIJCOSX def2/J DEFGRID3
* xyz 0 1
S -1.701 0.316 1.524
O -3.110 1.627 -0.120
O -3.917 1.242 1.821
N -3.102 1.163 0.953
C -0.471 0.075 0.162
C 0.704 -0.261 0.615
H 0.767 -0.263 1.607
H 1.488 -0.563 -0.067
H -0.881 0.080 -0.805
*
```